Run A
A 2-piece molecular cluster, C3H7NO3 overall. Source: the Open Molecules 2025 dataset; level of theory: ωB97M-V/def2-TZVPD.

Geometry as XYZ:
```
14
Properties=species:S:1:pos:R:3:lowdin_charge:R:1
C 1.65 -0.21 1.17 0.0119
C 0.92 -0.33 -0.12 -0.5577
O 1.16 0.25 -1.15 0.0836
O 0.14 -1.48 -0.13 -0.0490
O -0.29 -1.85 -1.41 0.0029
H 2.30 -1.07 1.36 0.0954
H 2.27 0.69 1.16 0.0922
H 0.95 -0.17 2.02 0.0917
H 0.05 -1.11 -1.97 0.0927
C -2.13 0.84 -0.24 -0.1213
N -1.10 1.22 0.34 0.0399
H -2.63 1.24 -1.13 0.0754
H -2.65 -0.07 0.09 0.0707
H -0.64 2.07 0.01 0.0718
```

Calculated values
molar mass	105.1	g mol⁻¹
HOMO	-10.108	eV
Kohn-Sham gap	0.4065	hartree

---

Run B
One molecule with the formula C3H7NO3. Source: the Open Molecules 2025 dataset; level of theory: ωB97M-V/def2-TZVPD.

Geometry as XYZ:
```
14
Properties=species:S:1:pos:R:3:lowdin_charge:R:1
N 0.06 -1.74 0.43 0.0428
C -0.10 -0.32 0.44 -0.2819
C 1.23 0.49 0.55 -0.1978
O 1.46 1.01 1.85 -0.0620
C -0.84 0.21 -0.78 -0.4917
O -1.17 1.35 -0.95 0.1131
O -1.01 -0.74 -1.72 0.1042
H 0.09 -2.28 1.28 0.0814
H 0.54 -2.13 -0.37 0.0834
H -0.65 -0.09 1.35 0.1556
H 1.17 1.38 -0.06 0.1138
H 2.02 -0.17 0.21 0.1153
H 1.69 0.36 2.54 0.0948
H -1.45 -0.36 -2.49 0.1288
```

Calculated values
molar mass	105.1	g mol⁻¹
HOMO	-9.052	eV
Kohn-Sham gap	0.3588	hartree

---

Run C
C3H7NO3 as an isolated structure. Source: the Open Molecules 2025 dataset; level of theory: ωB97M-V/def2-TZVPD.

Geometry as XYZ:
```
14
Properties=species:S:1:pos:R:3:lowdin_charge:R:1
C 0.91 -0.21 -0.19 -0.0641
C -1.22 1.28 -0.09 0.0073
C -0.62 -0.07 -0.53 -0.6442
N 1.29 -0.63 0.98 0.1111
O -1.21 -1.06 0.33 -0.0129
O -0.95 -0.36 -1.81 0.0950
O 3.05 -0.64 1.11 -0.1296
H 1.76 -0.04 -0.99 0.1638
H -1.08 1.49 1.00 0.1080
H -0.83 2.05 -0.77 0.0934
H -2.28 1.08 -0.32 0.0962
H -0.92 -0.85 1.22 0.0744
H -0.84 -1.24 -1.97 0.0748
H 2.95 -0.81 2.05 0.0268
```

Calculated values
molar mass	105.1	g mol⁻¹
HOMO	-10.549	eV
Kohn-Sham gap	0.3985	hartree

---

Which is the most stable structure? run B is the most stable.